DFT (ωB97M-V/def2-TZVPD) results for C30H51Cl2N2NdPS as an isolated structure in a non-equilibrium geometry.

Structure (XYZ):
```
88
Properties=species:S:1:pos:R:3:forces:R:3:mulliken_charge:R:1
P 0.11644 -1.01678 -2.30072 0.01 0.08 -0.13 0.343
C 1.71234 -0.39918 -3.08472 -0.08 -0.03 -0.05 0.032
C 2.02554 -0.74478 -4.55122 0.09 0.06 0.10 -0.199
C 3.45434 -0.30928 -4.91472 -0.09 0.05 0.02 -0.999
C 3.66254 1.18932 -4.66172 -0.04 -0.06 0.09 -0.651
C 3.32204 1.55702 -3.21172 -0.06 -0.07 -0.03 -0.841
C 1.89924 1.11052 -2.84552 0.06 -0.08 0.00 -0.316
C -1.31026 -0.11428 -3.12052 0.05 -0.01 -0.01 0.408
C -1.30846 0.06852 -4.64572 -0.10 0.02 0.09 -0.506
C -2.65036 0.64072 -5.13002 0.08 0.05 0.06 -0.935
C -2.97056 1.96762 -4.42932 0.02 -0.10 0.07 -0.662
C -2.94736 1.80852 -2.90332 0.09 -0.02 -0.03 -0.895
C -1.61056 1.22632 -2.42072 -0.03 -0.08 0.00 -0.671
C -0.02846 -2.71588 -3.07802 0.02 0.06 0.05 0.040
C 1.16014 -3.58498 -2.62352 -0.10 -0.03 -0.06 -0.787
C 1.07364 -5.00938 -3.18932 -0.07 0.06 0.08 -0.827
C -0.25086 -5.67938 -2.80552 0.01 0.09 -0.05 -0.724
C -1.44246 -4.82328 -3.25012 0.07 0.06 0.07 -0.798
C -1.35206 -3.39748 -2.68582 0.09 -0.06 -0.03 -0.781
H 2.47034 -0.90758 -2.46662 -0.08 0.08 -0.03 0.522
H 1.31604 -0.23718 -5.21372 0.08 -0.05 0.04 0.045
H 1.91274 -1.81938 -4.73022 0.03 0.11 0.00 0.213
H 3.66464 -0.55178 -5.96392 -0.01 0.03 0.11 0.376
H 4.16894 -0.88208 -4.30592 -0.08 0.07 -0.06 0.381
H 4.69524 1.47592 -4.89532 -0.12 -0.03 0.02 0.390
H 3.01274 1.76142 -5.34002 0.06 -0.07 0.07 0.307
H 4.03594 1.06572 -2.53532 -0.11 0.07 -0.07 0.354
H 3.42854 2.63792 -3.05742 -0.01 -0.14 -0.01 0.391
H 1.67614 1.35802 -1.80062 0.05 -0.04 -0.10 -0.169
H 1.18224 1.66492 -3.46582 0.07 -0.04 0.03 0.186
H -2.15336 -0.77898 -2.87232 0.08 0.11 0.01 0.376
H -3.44766 -0.08548 -4.91512 0.09 0.08 -0.01 0.353
H -1.09826 -0.88138 -5.15082 -0.02 0.08 0.03 0.223
H -0.50696 0.76482 -4.92422 -0.09 -0.04 0.02 0.197
H -2.63056 0.77912 -6.21832 -0.01 -0.02 0.11 0.386
H -3.94616 2.34602 -4.75832 0.11 -0.04 0.03 0.391
H -2.22276 2.71802 -4.72442 -0.07 -0.08 0.03 0.294
H -3.13496 2.77402 -2.41722 0.04 -0.15 -0.06 0.403
H -3.76106 1.13452 -2.59802 0.11 0.08 -0.02 0.361
H -1.62346 1.08152 -1.33442 -0.04 0.02 -0.12 0.082
H -0.80826 1.94372 -2.63522 -0.08 -0.04 0.01 0.204
H 0.00134 -2.62828 -4.17402 -0.01 -0.05 0.07 0.293
H 2.10844 -3.12508 -2.92362 -0.10 -0.06 0.05 0.308
H 1.16384 -3.62568 -1.52482 0.00 0.01 -0.12 0.341
H 1.15424 -4.96698 -4.28522 -0.02 -0.01 0.10 0.319
H 1.92214 -5.60518 -2.83092 -0.10 0.06 -0.04 0.368
H -0.28636 -5.80818 -1.71422 0.00 0.03 -0.13 0.324
H -0.31476 -6.68148 -3.24702 0.01 0.11 0.05 0.369
H -2.38536 -5.28778 -2.93642 0.12 0.05 -0.04 0.393
H -1.46186 -4.77358 -4.34852 0.01 -0.01 0.10 0.321
H -2.20616 -2.81168 -3.04312 0.10 -0.09 0.06 0.266
H -1.42476 -3.42968 -1.58942 -0.01 0.03 -0.12 0.295
Nd -0.00186 0.00192 2.14198 1.18 -7.18 -18.06 0.340
Cl -2.02746 -0.67778 1.30148 -5.57 -1.94 -2.37 -0.572
Cl 2.22054 0.04122 1.57528 6.24 0.18 -1.78 -0.543
C -0.34236 1.49912 3.14558 -3.17 10.93 6.37 -0.840
H -0.60256 1.46512 4.20768 -1.85 4.91 -0.03 0.100
C -0.42946 2.81772 2.53948 0.50 -1.00 -0.27 0.951
C -1.13476 3.83942 3.21018 -0.14 0.56 -0.25 -0.502
C -1.27926 5.09892 2.63868 0.27 -0.52 -0.07 -0.564
C -0.71306 5.36982 1.39068 0.07 0.14 -0.22 -0.473
C 0.00444 4.37422 0.72058 -0.25 -0.03 0.30 -0.770
C 0.14914 3.11372 1.28638 -0.07 0.43 -0.14 -0.069
H -1.57696 3.62422 4.18008 0.08 -0.02 -0.13 0.392
H -1.83056 5.87292 3.16558 0.05 -0.06 -0.03 0.352
H 0.46054 4.58822 -0.24182 -0.04 0.00 0.06 0.376
H 0.74294 2.35472 0.78188 0.06 0.17 -0.04 0.265
H -0.82146 6.35502 0.94618 0.02 -0.09 0.03 0.346
C 1.97474 -1.21068 8.56028 0.07 -0.15 0.48 -1.043
C 1.62614 0.04322 7.76438 0.62 0.44 -0.37 -0.391
N 1.23904 -0.31108 6.41288 -0.76 0.25 0.56 -0.029
C -0.00186 0.00192 5.76198 -0.27 -1.11 -0.64 -0.058
S -0.00186 0.00192 4.14198 2.61 -5.97 16.07 -0.058
N -1.24256 0.29062 6.43028 1.04 0.08 0.21 0.020
C -1.60416 -0.05708 7.79038 -0.56 -0.26 -0.29 -0.451
C -1.95816 1.20022 8.57888 -0.07 0.15 0.48 -1.047
H 1.09614 -1.88378 8.63788 0.51 0.31 -0.07 0.233
H 2.30014 -0.92628 9.58288 -0.08 -0.27 -0.45 0.323
H 2.80144 -1.76108 8.06268 -0.50 0.26 0.32 0.330
H 0.85984 0.64082 8.28208 0.16 -0.27 -0.41 0.092
H 2.52564 0.69372 7.71248 -0.29 -0.15 0.24 0.355
H 1.99034 -0.71168 5.82938 -1.22 0.49 0.38 0.253
H -2.01186 0.67452 5.86018 1.13 -0.47 0.34 0.234
H -2.49406 -0.72148 7.75838 0.30 0.17 0.17 0.353
H -0.82226 -0.63618 8.30398 -0.15 0.26 -0.44 0.099
H -2.79886 1.73472 8.08738 0.52 -0.25 0.32 0.333
H -2.26496 0.92252 9.60878 0.07 0.26 -0.44 0.332
H -1.08616 1.88432 8.63588 -0.52 -0.33 -0.06 0.238
```
Forces are in eV/Å.

Properties
* HOMO level (alpha / beta): -2.79 / -2.66 eV
* DFT total energy: -95356.25076 eV
* 2S+1: 4
* net charge: -1
* molar mass: 717.939 Da
* HOMO-LUMO gap (alpha / beta): 0.197 / 0.192 hartree

***

DFT (ωB97M-V/def2-TZVPD) results for a 2-piece molecular cluster, C7H8ClNO2 overall in a non-equilibrium geometry.

Structure (XYZ):
```
19
Properties=species:S:1:pos:R:3:forces:R:3:mulliken_charge:R:1
O -2.25630 1.81851 1.47824 -1.87 1.42 -0.67 -0.469
C -1.19624 1.32435 1.59157 0.98 -1.67 4.42 0.054
N -0.35718 0.83407 0.68780 0.06 -0.08 -3.67 0.162
C 0.91163 0.38902 1.01796 2.46 0.06 -1.93 -0.383
C 1.97517 0.44263 0.17095 -1.65 -1.09 0.86 -0.538
C 1.77712 0.99905 -1.22084 1.53 1.21 0.67 -0.335
C 0.32194 0.88107 -1.63212 0.81 -0.45 2.25 -0.721
C -0.66480 0.81442 -0.71843 1.23 0.88 -0.41 0.406
Cl -2.30491 0.84637 -1.18967 -0.20 -0.43 -0.16 -0.129
H -0.79814 1.02638 2.64638 -0.26 0.69 -1.09 0.172
H 1.00062 -0.10631 1.92715 0.09 -0.48 1.71 0.473
H 2.90627 -0.04398 0.49176 -0.43 0.39 -0.23 0.362
H 2.09755 2.07038 -1.03641 -0.58 -0.59 -0.81 0.197
H 2.56108 0.62990 -1.96110 -1.38 0.12 0.82 0.341
H 0.17527 0.64663 -2.62980 -0.83 0.02 -1.77 0.411
C -1.56278 -3.14866 0.07703 0.86 0.13 0.27 -0.063
O -2.43346 -2.36425 0.34343 0.29 -0.62 -0.17 -0.359
H -1.54718 -4.23254 0.38553 -0.45 0.59 -0.18 0.247
H -0.60564 -2.82704 -0.42943 -0.66 -0.07 0.09 0.172
```
Forces are in eV/Å.

Properties
* HOMO level: -8.61 eV
* DFT total energy: -25493.59435 eV
* net charge: 0
* molar mass: 173.599 Da
* HOMO-LUMO gap: 0.341 hartree

***

DFT (ωB97M-V/def2-TZVPD) results for a 2-piece molecular cluster, C7H19O3PSi overall in a non-equilibrium geometry.

Structure (XYZ):
```
31
Properties=species:S:1:pos:R:3:forces:R:3:mulliken_charge:R:1
C -1.48647 2.12651 -0.24271 1.35 0.38 1.15 -0.599
C -1.30486 1.10257 -1.03195 -1.12 -2.18 -2.34 -0.261
Si 0.09661 0.75687 -2.24795 2.00 -0.97 0.55 0.542
C -0.26650 -0.73193 -3.36310 -0.84 3.84 -0.61 -1.325
C 0.93117 2.28187 -3.09147 -0.76 -2.27 0.76 -1.293
C 1.38081 -0.02810 -1.01814 -1.26 1.00 -2.13 -0.716
H -2.06289 2.05551 0.63364 -1.50 -0.02 0.71 0.380
H -0.75677 2.91257 -0.11142 0.14 0.43 -0.69 0.223
H -2.02237 0.19714 -1.01382 0.98 1.50 0.41 0.180
H -0.66727 -0.36207 -4.30378 0.00 -0.38 -0.32 0.315
H 0.27638 -1.58779 -3.45201 2.72 -1.73 -0.58 0.488
H -1.04071 -1.14711 -2.84420 -2.97 -0.96 1.37 0.386
H 0.47521 3.09353 -2.64034 -0.72 1.99 1.02 0.351
H 1.96693 2.28304 -2.88248 1.17 -0.02 0.43 0.375
H 0.83107 2.41723 -4.12635 -0.41 -0.17 -1.56 0.411
H 1.91261 -0.80216 -1.49449 0.49 -1.26 -0.45 0.451
H 2.07956 0.70862 -0.83248 1.75 1.82 0.51 0.395
H 1.00050 -0.28127 -0.08907 -1.01 -0.93 1.57 -0.282
C 1.26902 0.52124 2.82756 -0.63 0.36 -1.45 -0.381
O -0.11668 0.30854 3.08730 -1.13 -0.73 -0.89 -0.382
P -1.10762 -0.64775 2.12422 1.43 0.34 -0.21 0.635
O -2.46473 -0.35084 2.92392 -0.47 0.74 -2.61 -0.517
O -0.76485 -2.09741 2.80430 -0.11 0.31 0.73 -0.420
C -0.30623 -3.22803 2.14498 2.69 -2.12 0.74 -0.646
H 1.55316 0.56056 1.70780 -0.43 -0.47 1.85 0.076
H 1.83030 -0.14010 3.45367 0.64 -0.78 -0.19 0.258
H 1.41826 1.49170 3.22943 0.52 1.07 0.16 0.286
H -2.26428 -0.58077 3.78799 0.07 -0.61 3.33 0.273
H -0.74281 -3.34952 1.15900 0.24 0.08 -0.28 0.333
H -0.53956 -4.15172 2.74536 -0.36 1.01 -0.46 0.248
H 0.89303 -3.33096 2.15659 -2.47 0.76 -0.53 0.218
```
Forces are in eV/Å.

Properties
* HOMO level: -9.17 eV
* DFT total energy: -30875.16944 eV
* net charge: 0
* molar mass: 210.286 Da
* HOMO-LUMO gap: 0.370 hartree

***

DFT (ωB97M-V/def2-TZVPD) results for C42H60N7OSSi2Y as an isolated structure.

Structure (XYZ):
```
114
Properties=species:S:1:pos:R:3:forces:R:3:mulliken_charge:R:1
Y -0.48070 -0.32321 -0.52907 -0.30 0.17 -0.67 -0.911
C -3.40208 -2.86396 -3.56119 0.01 0.00 -0.08 -1.310
C -4.42425 -3.35955 -2.77495 -0.09 -0.05 0.07 -0.743
C -4.38232 -3.13689 -1.40934 -0.17 -0.06 -0.11 -1.107
C -3.32086 -2.42437 -0.87317 0.00 0.00 0.32 0.056
N -2.34537 -1.92580 -1.63393 0.25 0.13 0.12 1.277
C -2.39476 -2.14556 -2.94565 -0.05 0.13 0.04 -0.480
C -3.14782 -2.31924 0.60584 -0.04 -0.03 -0.29 1.161
C -4.19581 -2.51121 1.48867 -0.11 -0.09 0.14 -1.070
C -3.91687 -2.60473 2.84476 -0.12 0.01 -0.05 -0.667
C -2.60352 -2.52727 3.26455 0.01 -0.04 0.06 -0.951
C -1.62592 -2.27639 2.31571 0.17 -0.07 -0.13 -0.437
N -1.89101 -2.14116 1.01678 0.17 0.36 0.12 0.852
H -3.37867 -3.01893 -4.63094 0.00 0.03 0.02 0.479
H -5.23660 -3.92659 -3.21252 0.02 0.02 0.02 0.424
H -5.14979 -3.54174 -0.76482 0.04 0.00 -0.03 0.402
H -1.59833 -1.71263 -3.53144 0.03 -0.03 -0.01 0.328
H -5.21278 -2.58156 1.12900 0.02 0.00 0.03 0.430
H -4.71961 -2.73928 3.55972 0.03 -0.01 -0.04 0.378
H -2.33324 -2.63121 4.30696 0.00 0.01 -0.04 0.524
H -0.58162 -2.19164 2.59682 -0.02 0.04 0.00 0.335
C -3.90768 1.21059 2.50486 -0.24 -0.06 0.04 -1.034
Si -2.15938 1.70422 2.01132 -0.03 -0.28 -0.03 0.105
C -1.94023 3.48886 2.52941 -0.06 0.33 -0.06 -1.248
C -1.04807 0.69835 3.14930 0.14 -0.01 0.08 0.154
N -1.81757 1.29260 0.35824 0.21 0.05 -0.40 1.370
C -2.50827 2.01447 -0.66256 0.10 -0.05 0.43 0.804
C -3.48134 2.97255 -0.35632 -0.11 0.00 0.06 -1.093
C -4.18346 3.69639 -1.31502 0.07 -0.09 0.09 -1.242
C -3.92214 3.45889 -2.64777 0.09 -0.08 -0.02 -1.345
C -2.95730 2.51414 -2.98165 -0.08 -0.01 -0.11 -1.030
C -2.21858 1.78707 -2.03655 0.15 -0.28 -0.29 0.809
N -1.21174 0.86457 -2.42199 -0.09 -0.08 0.54 2.371
Si -0.81156 0.83581 -4.09723 0.01 0.17 0.02 0.699
C -0.33159 2.53298 -4.77966 0.05 0.25 -0.05 -1.656
C -2.20050 0.17856 -5.20469 -0.17 -0.11 -0.13 -1.678
C 0.69351 -0.24178 -4.40204 0.14 -0.19 -0.03 -0.625
H -4.00644 1.27419 3.59640 -0.01 -0.02 -0.11 0.350
H -4.11175 0.17743 2.20455 0.01 0.06 0.04 0.013
H -4.68383 1.84067 2.06162 0.06 -0.08 0.05 0.398
H -2.70587 3.74500 3.27263 0.08 0.00 -0.07 0.359
H -2.03582 4.18477 1.69254 0.03 -0.01 0.09 0.325
H -0.95718 3.65232 2.97117 -0.04 0.01 0.01 0.317
H -0.36683 1.36030 3.69164 -0.05 -0.03 -0.04 0.426
H -0.42315 -0.03627 2.64384 0.02 0.02 0.04 -0.899
H -1.65238 0.15953 3.88483 0.05 0.02 -0.01 0.373
H -3.71317 3.16909 0.68281 0.00 0.01 -0.11 0.132
H -4.92030 4.42876 -1.00881 0.01 -0.02 0.01 0.412
H -4.45136 3.99243 -3.42827 0.02 -0.02 0.01 0.406
H -2.77439 2.34495 -4.03888 -0.06 0.03 0.13 0.238
H -0.55508 3.33837 -4.07363 0.02 -0.06 -0.07 0.449
H -0.88484 2.74971 -5.69950 0.08 0.01 0.05 0.353
H 0.73659 2.57643 -5.01778 -0.07 0.01 0.01 0.426
H -2.46366 0.90474 -5.97983 0.01 -0.07 0.04 0.479
H -3.10487 -0.01264 -4.61924 0.04 0.01 -0.07 0.388
H -1.91773 -0.75100 -5.71381 -0.03 0.07 0.04 0.429
H 1.40637 -0.18064 -3.57612 -0.02 0.01 -0.09 -0.522
H 1.19315 0.13148 -5.30290 -0.05 -0.07 0.03 0.644
H 0.46083 -1.29677 -4.57612 0.04 0.06 0.04 0.359
C 3.50712 -4.27978 3.75244 -0.04 0.04 0.02 -1.669
C 2.91875 -3.02987 3.14591 -0.06 -0.03 -0.06 0.143
C 3.00385 -1.81320 3.80476 0.00 0.05 0.00 -1.011
C 2.46992 -0.66642 3.21437 0.01 -0.06 0.06 0.774
C 2.53443 0.63577 3.97139 -0.02 -0.04 -0.02 -1.614
C 1.89137 -0.74459 1.95711 0.00 -0.07 -0.02 -0.016
C 1.76301 -1.97171 1.25071 -0.02 -0.12 -0.21 -0.026
C 2.29127 -3.10549 1.90641 -0.06 0.00 0.24 -0.547
N 1.15684 -1.98226 0.01561 0.25 0.21 0.20 1.998
C 1.30515 -3.19199 -0.81675 0.00 0.02 0.07 1.910
C 0.32170 -4.30185 -0.40781 -0.06 -0.03 -0.01 -1.637
C 0.95094 -2.76574 -2.23716 0.08 0.05 -0.01 -1.217
C 2.75331 -3.74248 -0.90297 0.01 0.00 -0.03 -1.840
H 3.76968 -4.12723 4.79981 -0.01 0.00 -0.02 0.400
H 4.41378 -4.57674 3.22039 0.00 0.00 0.00 0.294
H 2.80743 -5.11588 3.69354 0.01 0.02 0.00 0.356
H 3.47958 -1.74793 4.77842 -0.03 -0.01 -0.02 0.352
H 3.57079 0.94642 4.13288 0.00 -0.01 0.00 0.448
H 2.08230 0.51897 4.95852 0.00 0.02 -0.01 0.415
H 2.00161 1.42870 3.44926 0.00 -0.01 -0.01 -0.315
H 1.54137 0.18122 1.50172 0.00 0.04 -0.04 0.125
H 2.18671 -4.08492 1.46947 0.06 0.04 -0.01 0.286
H -0.70413 -3.97178 -0.59090 0.03 -0.02 0.00 0.150
H 0.40052 -4.54968 0.65071 -0.01 0.00 -0.03 0.199
H 0.50006 -5.21151 -0.99089 -0.01 0.04 0.03 0.577
H 0.06215 -2.13658 -2.25115 -0.11 -0.01 -0.11 -0.907
H 0.73230 -3.63121 -2.86821 0.03 0.04 -0.03 0.509
H 1.76793 -2.20399 -2.68668 -0.02 0.03 0.00 0.411
H 2.93040 -4.61778 -0.27990 0.00 0.04 0.00 0.487
H 3.47309 -2.97326 -0.61447 -0.03 -0.02 -0.03 0.250
H 2.97052 -4.03961 -1.93218 -0.01 -0.02 0.03 0.487
S 1.35317 3.14119 1.32781 0.13 0.17 0.20 -0.235
C 2.48250 3.83350 2.32363 -0.07 0.22 0.17 0.154
N 3.75628 3.29802 2.37328 -0.04 -0.23 -0.08 0.086
C 4.74870 3.75758 3.15601 0.16 -0.06 -0.01 -0.024
C 4.52348 4.82742 3.95076 0.02 0.11 0.09 -0.745
C 3.21328 5.36145 3.90097 -0.15 0.04 -0.04 -0.014
N 2.24749 4.91250 3.14725 0.05 -0.18 -0.17 -0.552
H 3.88208 2.46238 1.81809 0.04 0.02 -0.04 0.036
H 5.69249 3.23179 3.10346 -0.03 -0.01 -0.02 0.423
H 5.29235 5.23678 4.58737 -0.05 -0.01 -0.01 0.387
H 2.95964 6.20825 4.53525 0.02 -0.04 -0.04 0.429
C 3.03403 2.30445 -2.63398 0.06 -0.02 0.00 -0.778
C 3.90978 1.53989 -1.63725 0.01 0.07 -0.07 -0.567
C 2.99364 0.40743 -1.19964 0.04 0.02 0.04 -0.092
O 1.65114 0.90148 -1.37599 -0.54 -0.29 0.41 0.969
C 1.67366 2.22128 -1.97194 0.21 -0.11 -0.07 0.372
H 3.02626 1.79447 -3.60170 -0.01 0.04 0.03 0.250
H 3.34884 3.33627 -2.78371 0.03 -0.01 -0.02 0.506
H 4.16063 2.18795 -0.79327 -0.02 -0.01 -0.01 0.093
H 4.83422 1.16185 -2.07217 0.02 0.03 0.01 0.420
H 3.12276 0.10070 -0.16244 0.03 0.02 0.00 -0.270
H 3.11935 -0.47558 -1.82995 -0.02 -0.01 -0.03 0.043
H 1.56930 2.96890 -1.18936 0.00 0.01 0.06 0.378
H 0.83076 2.29424 -2.64344 -0.04 -0.02 -0.01 -1.228
```
Forces are in eV/Å.

Properties
* HOMO level: -6.02 eV
* DFT total energy: -84645.88933 eV
* net charge: 0
* molar mass: 856.135 Da
* HOMO-LUMO gap: 0.213 hartree

***

DFT (ωB97M-V/def2-TZVPD) results for a 2-piece molecular cluster, H4O2 overall in a non-equilibrium geometry.

Structure (XYZ):
```
6
Properties=species:S:1:pos:R:3:forces:R:3:mulliken_charge:R:1
O 1.10154 -1.26223 0.65274 -1.47 0.80 -0.55 -0.650
H 0.33408 -0.63872 0.45814 1.40 -1.02 0.40 0.356
H 0.86193 -2.09198 0.21445 0.05 0.30 0.18 0.312
O -0.70507 1.04760 -0.20166 0.20 -0.71 -0.01 -0.644
H -0.52318 1.04710 -1.14465 -0.03 0.19 -0.04 0.320
H -1.06930 1.89824 0.02097 -0.15 0.44 0.02 0.307
```
Forces are in eV/Å.

Properties
* HOMO level: -10.96 eV
* DFT total energy: -4159.84668 eV
* net charge: 0
* molar mass: 36.030 Da
* HOMO-LUMO gap: 0.428 hartree